Here is a structure of composition C27H41F9OP2Sc in a non-equilibrium geometry from OMol25. Energies are from ωB97M-V/def2-TZVPD.

Geometry as ORCA input:
```
! RIJCOSX wB97M-V def2-TZVPD def2/J DEFGRID3
* xyz 1 1
Sc 0.259 -0.044 -0.527
C -0.876 -2.189 2.009
C 0.421 -2.462 1.462
C 0.680 -0.993 3.203
C -0.710 -1.238 3.039
C 1.386 -1.786 2.272
C -2.107 -2.970 1.782
H -1.949 -3.745 1.027
H -2.927 -2.316 1.473
H -2.402 -3.473 2.712
C -1.747 -0.781 3.969
H -2.749 -0.952 3.549
H -1.624 0.285 4.183
H -1.693 -1.322 4.931
C 1.285 -0.264 4.322
H 1.270 -0.876 5.244
H 0.733 0.663 4.522
H 2.335 -0.019 4.102
C 2.837 -2.073 2.313
H 3.042 -2.733 3.172
H 3.426 -1.159 2.441
H 3.146 -2.601 1.406
C 0.763 -3.563 0.519
H 1.217 -4.412 1.066
H 1.490 -3.251 -0.257
H -0.123 -3.948 -0.005
C -1.639 1.274 -2.800
C -2.211 -0.059 -3.223
C -1.448 -0.743 -4.334
C 0.017 -1.028 -4.015
C 0.509 -0.854 -2.571
C 1.264 0.338 -2.353
C 1.002 1.641 -3.081
C -0.468 1.950 -3.564
H -1.513 -0.092 -5.220
H 0.644 -0.409 -4.671
H -2.010 -1.649 -4.592
H -0.594 1.823 -4.652
H -2.470 1.990 -2.980
H -3.252 0.114 -3.537
H -0.592 3.028 -3.362
H 1.400 2.524 -2.523
H 2.300 0.208 -2.006
H 1.654 1.604 -3.980
H 0.191 -2.076 -4.272
H 1.040 -1.765 -2.269
P -2.264 -0.705 -1.505
C -3.761 -0.247 -0.588
C -1.878 -2.413 -1.651
P 3.763 0.392 0.445
C -1.364 1.101 -1.317
C 4.387 -0.755 -0.849
C 3.994 1.922 -0.506
H -3.582 0.558 0.152
H -4.040 -1.148 -0.030
H -4.544 0.061 -1.300
H -0.850 -2.525 -2.000
H -2.551 -2.841 -2.390
H -1.997 -2.883 -0.682
H 3.620 1.875 -1.549
H 5.093 2.071 -0.491
H 3.517 2.771 0.015
H -1.996 1.636 -0.590
H -0.336 1.605 -1.211
H 5.082 -1.458 -0.339
H 4.925 -0.196 -1.651
H 3.573 -1.378 -1.291
F -0.071 4.282 3.329
C 0.082 2.950 3.048
F 1.387 2.656 3.281
F -0.654 2.308 4.017
C -0.374 2.523 1.560
O 0.087 1.360 0.962
C -1.916 2.660 1.735
F -2.358 3.631 2.568
F -2.577 2.885 0.547
F -2.382 1.474 2.206
C 0.075 3.763 0.763
F -0.635 4.895 0.991
F 1.381 4.065 0.974
F -0.041 3.504 -0.576
*
```

Calculated values
- strongest force on any atom (eV Å⁻¹) = 5.7
- highest occupied orbital energy (spin up / spin down) (eV) = -8.9 / -8.9
- E (eV) = -94433.9253
- gap between HOMO and LUMO (spin up / spin down) (eV) = 3.92 / 3.31

For each atom in turn, the Mulliken charge in e is: Sc -1.642; C 0.732; C 0.538; C 0.684; C 1.096; C 0.574; C -1.838; H 0.597; H 0.227; H 0.453; C -1.594; H 0.390; H 0.177; H 0.374; C -1.650; H 0.303; H 0.243; H 0.364; C -1.619; H 0.368; H 0.345; H 0.368; C -1.633; H 0.423; H 0.137; H 0.354; C -0.749; C -0.008; C -1.433; C -1.228; C -0.188; C 0.052; C -1.324; C -1.435; H 0.500; H 0.373; H 0.381; H 0.300; H 0.213; H 0.513; H 0.588; H 0.497; H 0.276; H 0.640; H 0.422; H 0.876; P 1.039; C -1.186; C -0.768; P 0.396; C 0.058; C -0.958; C -0.965; H 0.229; H 0.528; H 0.459; H 0.187; H 0.655; H -0.006; H 0.289; H 0.506; H 0.220; H 2.446; H -0.609; H 0.433; H 0.405; H 0.153; F -0.219; C 0.095; F -0.217; F -0.278; C 1.198; O -0.237; C -0.054; F -0.253; F -0.283; F -0.063; C 0.331; F -0.247; F -0.261; F -0.060

Here is a structure of composition CHBr3 in a non-equilibrium geometry from OMol25. Energies are from ωB97M-V/def2-TZVPD.

Geometry as ORCA input:
```
! RIJCOSX wB97M-V def2-TZVPD def2/J DEFGRID3
* xyz 1 2
C -0.617 2.759 -18.445
Br 0.155 1.938 -20.108
Br 0.869 3.955 -17.782
Br -0.922 1.062 -17.368
H -1.497 3.309 -18.779
*
```

Calculated values
- strongest force on any atom (eV Å⁻¹) = 2.4
- highest occupied orbital energy (spin up / spin down) (eV) = -15.8 / -15.6
- <S²> = 0.757
- E (eV) = -211169.4377
- gap between HOMO and LUMO (spin up / spin down) (eV) = 9.76 / 5.32

For each atom in turn, the Mulliken charge in e is: C -0.308; Br 0.376; Br 0.160; Br 0.296; H 0.476

Here is a cluster of 6 separate species, C6H22NO6 in total in a non-equilibrium geometry from OMol25. Energies are from ωB97M-V/def2-TZVPD.

Geometry as ORCA input:
```
! RIJCOSX wB97M-V def2-TZVPD def2/J DEFGRID3
* xyz 0 2
O -1.277 -2.099 -1.914
C -0.736 -1.037 -2.042
C 0.172 -0.423 -0.955
C 1.340 0.200 -1.620
C 1.667 1.714 -1.493
C 1.650 2.714 0.668
C 0.971 2.348 -0.378
N 0.480 -1.592 -0.032
H -0.976 -0.379 -2.975
H -0.529 0.443 -0.377
H 1.384 -0.349 -2.637
H 2.270 -0.304 -1.265
H 2.855 1.932 -1.634
H 1.316 2.183 -2.546
H 1.093 3.190 1.525
H 2.624 2.664 0.881
H -0.100 2.504 -0.533
H 1.082 -1.193 0.668
H 1.148 -2.402 -0.487
H -0.351 -1.975 0.442
H -2.570 1.339 1.086
H -1.811 0.276 2.104
O -1.587 1.110 1.476
H -2.716 1.782 -1.800
H -3.246 3.156 -2.348
O -3.289 2.453 -1.694
H 2.827 -2.728 1.857
H 2.396 -3.872 0.869
O 2.254 -2.894 1.064
H 0.127 -1.368 3.415
H 0.571 -0.007 3.054
O 0.391 -0.836 2.678
H -3.830 -2.214 1.976
H -2.490 -2.564 1.392
O -3.110 -1.772 1.577
*
```

Calculated values
- strongest force on any atom (eV Å⁻¹) = 5.7
- highest occupied orbital energy (spin up / spin down) (eV) = -3.0 / -9.3
- <S²> = 0.752
- E (eV) = -20347.0838
- gap between HOMO and LUMO (spin up / spin down) (eV) = 3.36 / 9.41

For each atom in turn, the Mulliken charge in e is: O -0.286; C -0.486; C 1.162; C -1.236; C -0.549; C -0.974; C 0.189; N -0.817; H 0.287; H -0.367; H 0.372; H 0.275; H 0.300; H 0.212; H 0.234; H 0.415; H 0.237; H 0.491; H 0.563; H 0.088; H 0.326; H 0.305; O -0.685; H 0.314; H 0.308; O -0.622; H 0.290; H 0.294; O -0.651; H 0.244; H 0.213; O -0.409; H 0.267; H 0.340; O -0.645

Which formula does entry 2 have?
CHBr3

The lowest E belongs to which entry?
CHBr3